# CFN3O2

One molecule with the formula CFN3O2 in a non-equilibrium geometry (wB97M-V/def2-TZVPD, the Open Molecules 2025 dataset).

As for the charge: 0. The energy above the lowest of the compared OMol25 structures with the same formula, charge and spin comes out at 45.07 kcal per mole. As for the SMILES: N#CN(F)[N+](=O)[O-]. For the LUMO energy, the calculation gives -0.58 eV. As for the gap between HOMO and LUMO: 0.394 hartree.

Each line ends with the Mulliken charge.
Positions of all 7 atoms, in Å:
N  -1.39828  1.97810  0.14932  -0.32
C  -0.86498  0.97156  0.26538  0.40
N  -0.32944  -0.22439  0.39984  -0.02
F  -0.06653  -0.66856  1.67865  -0.16
N  0.76006  -0.80730  -0.57129  1.08
O  0.69149  -0.33047  -1.64184  -0.50
O  1.40864  -1.63898  -0.07061  -0.48